# C37H39Cl56F4NO4P2S

A cluster of 15 separate species, C37H39Cl56F4NO4P2S in total (ωB97M-V/def2-TZVPD, OMol25).

Last column: Mulliken charge in e.
Atoms and positions in Å:
1 C 5.38 -4.83 0.76  -1.38
2 C 4.64 -4.13 -0.39  0.40
3 C 4.19 -2.76 0.09  -0.73
4 N 3.74 -1.90 -1.02  -0.28
5 C 3.07 -0.71 -0.51  -0.67
6 O 1.79 -0.98 -0.07  -0.15
7 C 1.55 -0.77 1.31  -0.15
8 C 0.46 -1.69 1.86  2.63
9 C -0.87 -0.92 1.84  -1.92
10 C 0.80 -1.92 3.35  -1.28
11 C 1.93 -2.92 3.58  0.48
12 C 2.43 -2.83 5.03  -0.94
13 C 3.05 0.30 -1.68  0.34
14 F 4.35 0.81 -1.84  -0.47
15 O 2.07 1.26 -1.61  0.92
16 C 2.32 2.51 -0.95  0.75
17 C 0.91 3.07 -0.67  -1.55
18 C -0.03 2.99 -1.90  -0.68
19 C -1.10 1.94 -1.78  0.86
20 F -2.09 2.18 -2.70  -0.29
21 F -1.67 1.94 -0.56  -0.15
22 F -0.67 0.70 -2.02  -0.13
23 C 3.08 2.41 0.39  -0.44
24 C 2.94 3.57 1.34  -0.39
25 C 1.93 3.55 2.31  0.00
26 C 1.76 4.60 3.19  -1.15
27 C 2.59 5.73 3.16  -1.20
28 C 3.64 5.72 2.24  0.79
29 C 4.60 6.88 2.20  -1.54
30 C 3.79 4.66 1.35  -0.23
31 P 3.11 3.69 -2.17  0.18
32 S 2.94 5.59 -1.82  -0.35
33 P 2.59 -0.72 -3.26  0.09
34 O 3.99 -1.11 -3.99  -0.38
35 O 1.85 0.37 -4.25  -0.53
36 H 4.95 -4.54 1.72  0.28
37 H 5.32 -5.91 0.68  0.39
38 H 6.44 -4.56 0.80  0.36
39 H 3.77 -4.74 -0.61  -0.03
40 H 5.33 -4.05 -1.23  0.30
41 H 3.39 -2.89 0.82  -0.04
42 H 5.07 -2.28 0.54  0.28
43 H 4.61 -1.59 -1.45  0.34
44 H 3.72 -0.28 0.27  0.56
45 H 2.46 -0.90 1.91  0.41
46 H 1.21 0.26 1.45  -0.61
47 H 0.38 -2.62 1.31  -0.34
48 H -1.19 -0.66 0.83  0.35
49 H -0.71 0.01 2.38  0.31
50 H -1.65 -1.44 2.39  0.38
51 H 1.17 -0.95 3.70  0.33
52 H -0.07 -2.15 3.97  0.19
53 H 1.60 -3.93 3.35  0.30
54 H 2.78 -2.65 2.95  -0.23
55 H 2.79 -3.80 5.35  0.42
56 H 1.66 -2.45 5.70  -0.18
57 H 3.28 -2.15 5.11  0.38
58 H 0.97 4.11 -0.37  0.78
59 H 0.49 2.44 0.12  0.22
60 H -0.53 3.95 -1.99  -0.09
61 H 0.49 2.81 -2.83  0.39
62 H 2.80 1.51 0.93  -0.38
63 H 4.14 2.31 0.17  0.89
64 H 1.25 2.71 2.39  0.30
65 H 0.95 4.56 3.91  0.56
66 H 2.46 6.54 3.86  0.69
67 H 4.29 7.63 2.93  0.38
68 H 4.69 7.32 1.21  0.32
69 H 5.57 6.53 2.55  0.35
70 H 4.59 4.70 0.62  0.52
71 H 4.46 3.30 -2.22  0.07
72 H 2.53 3.36 -3.40  0.05
73 H 4.63 -0.38 -4.03  0.30
74 H 2.47 0.83 -4.83  0.29
75 C 0.33 -6.49 -2.08  0.18
76 Cl 0.67 -5.22 -0.90  0.09
77 Cl -1.06 -7.44 -1.54  -0.11
78 Cl -0.02 -5.75 -3.64  -0.08
79 Cl 1.74 -7.54 -2.23  -0.09
80 C -2.28 -4.95 3.37  0.05
81 Cl -2.27 -6.53 4.17  -0.11
82 Cl -3.87 -4.67 2.66  0.06
83 Cl -1.95 -3.68 4.56  -0.05
84 Cl -1.06 -4.90 2.11  0.04
85 C -7.88 -6.13 2.39  0.26
86 Cl -8.34 -7.72 1.81  -0.10
87 Cl -7.08 -5.23 1.09  -0.07
88 Cl -9.30 -5.23 2.92  -0.05
89 Cl -6.76 -6.29 3.74  -0.08
90 C -5.02 0.08 -0.31  0.15
91 Cl -5.03 -1.41 0.64  0.01
92 Cl -6.56 0.20 -1.17  -0.11
93 Cl -4.83 1.46 0.77  -0.10
94 Cl -3.70 0.06 -1.47  -0.03
95 C -1.59 7.46 2.51  0.30
96 Cl 0.06 6.93 2.86  -0.06
97 Cl -1.76 9.18 2.89  -0.11
98 Cl -1.94 7.17 0.79  -0.03
99 Cl -2.73 6.53 3.49  -0.11
100 C 1.24 -1.57 9.10  0.32
101 Cl 0.11 -1.68 7.75  -0.07
102 Cl 1.45 -3.17 9.82  -0.10
103 Cl 2.80 -0.98 8.52  -0.10
104 Cl 0.60 -0.46 10.31  -0.11
105 C -8.07 -1.26 4.16  0.19
106 Cl -7.62 -0.75 2.53  -0.01
107 Cl -9.83 -1.17 4.35  -0.02
108 Cl -7.55 -2.93 4.39  -0.02
109 Cl -7.30 -0.21 5.35  -0.11
110 C -3.70 11.51 -0.50  0.29
111 Cl -3.13 11.92 -2.12  -0.09
112 Cl -5.45 11.70 -0.43  -0.10
113 Cl -3.27 9.84 -0.13  -0.02
114 Cl -2.94 12.58 0.68  -0.11
115 C -13.95 -0.44 5.46  0.36
116 Cl -13.00 -1.49 4.40  -0.09
117 Cl -12.89 0.27 6.68  -0.10
118 Cl -14.70 0.84 4.50  -0.09
119 Cl -15.21 -1.40 6.25  -0.09
120 C 1.60 -11.69 -4.01  0.30
121 Cl 2.00 -11.27 -5.67  -0.08
122 Cl 0.70 -13.22 -3.99  -0.11
123 Cl 3.09 -11.88 -3.07  -0.11
124 Cl 0.62 -10.41 -3.29  -0.02
125 C 4.34 -4.76 -5.71  0.21
126 Cl 2.92 -3.74 -5.86  -0.09
127 Cl 4.30 -6.03 -6.94  0.02
128 Cl 5.80 -3.79 -5.91  -0.12
129 Cl 4.35 -5.51 -4.10  -0.04
130 C -1.54 6.45 -4.14  0.21
131 Cl -1.80 6.66 -5.87  -0.04
132 Cl -2.52 7.62 -3.25  -0.05
133 Cl -2.00 4.81 -3.65  -0.03
134 Cl 0.16 6.69 -3.76  -0.08
135 C 3.56 -7.33 -10.67  0.35
136 Cl 2.13 -6.31 -10.84  -0.09
137 Cl 3.54 -8.58 -11.92  -0.10
138 Cl 5.01 -6.34 -10.84  -0.09
139 Cl 3.56 -8.09 -9.08  -0.08
140 C -2.57 9.87 -7.94  0.34
141 Cl -4.09 9.22 -7.33  -0.08
142 Cl -1.67 10.61 -6.61  -0.07
143 Cl -1.60 8.57 -8.64  -0.11
144 Cl -2.90 11.08 -9.18  -0.11

* energy: -29039.932671 a.u.
* net charge: 0
* molar mass: 2717.097 g/mol
* HOMO energy: -8.45 eV
* Kohn-Sham gap: 8.465 eV

***

# C16H25ClIO4P2Sc

A structure of composition C16H25ClIO4P2Sc (ωB97M-V/def2-TZVPD, OMol25).

Last column: Mulliken charge in e.
Atoms and positions in Å:
1 C 0.00 -0.19 -6.19  -0.72
2 C 0.00 0.67 -5.05  0.73
3 H 0.00 0.40 -7.14  0.38
4 H -0.90 -0.84 -6.14  0.34
5 H 0.89 -0.85 -6.14  0.34
6 O 0.01 1.38 -4.13  -0.11
7 I -0.05 -2.21 -2.24  -0.42
8 Sc 0.00 -0.70 -0.03  -0.32
9 P 2.60 -0.20 -0.34  1.22
10 C 3.24 1.17 0.68  -1.24
11 C 3.51 -1.61 0.40  -1.28
12 H 4.58 -1.50 0.19  0.44
13 H 4.52 -0.22 -1.81  0.40
14 H 3.16 -2.55 -0.03  0.36
15 H 3.05 -0.80 -2.64  0.31
16 H 2.91 1.02 1.72  0.32
17 H 3.35 -1.65 1.49  0.34
18 C 3.45 -0.05 -1.95  -1.14
19 H 4.33 1.21 0.64  0.42
20 H 3.28 0.95 -2.36  0.35
21 H 2.82 2.12 0.32  0.39
22 P -2.60 -0.18 -0.43  1.07
23 C -3.19 1.23 0.57  -1.20
24 C -3.49 -0.03 -2.02  -1.12
25 H -3.23 -2.51 -0.08  0.37
26 H -4.61 -1.40 0.16  0.43
27 H -3.36 -1.58 1.43  0.36
28 C -3.54 -1.55 0.35  -1.28
29 H -3.11 -0.77 -2.73  0.31
30 H -4.57 -0.20 -1.86  0.40
31 H -4.28 1.29 0.55  0.42
32 H -2.76 2.15 0.17  0.37
33 H -3.35 0.98 -2.44  0.35
34 H -2.84 1.10 1.60  0.30
35 C 0.13 1.63 -0.63  0.30
36 O 0.10 2.70 -1.05  -0.24
37 Cl -0.06 -1.63 8.36  -0.16
38 C -0.03 -1.47 6.65  0.41
39 C 0.20 -2.63 5.87  -0.80
40 C 0.20 -2.50 4.48  -0.25
41 C 0.00 -1.23 3.92  0.22
42 C -0.24 -0.10 4.69  -0.23
43 C -0.25 -0.22 6.07  -0.86
44 C 0.00 -1.05 2.47  1.27
45 O 0.12 -2.07 1.68  -0.74
46 O -0.08 0.14 1.95  -0.57
47 H 0.35 -3.60 6.34  0.43
48 H 0.35 -3.36 3.83  0.47
49 H -0.42 0.87 4.21  0.45
50 H -0.45 0.65 6.69  0.43

* energy: -3126.558535 a.u.
* net charge: +2
* molar mass: 550.633 g/mol
* HOMO energy: -13.40 eV
* Kohn-Sham gap: 5.356 eV

***

# C10H19Cl2NORh

A structure of composition C10H19Cl2NORh (ωB97M-V/def2-TZVPD, OMol25).

Last column: Mulliken charge in e.
Atoms and positions in Å:
1 Rh 0.02 -0.41 0.80  -0.27
2 Cl 0.03 1.59 1.93  -0.61
3 Cl 0.28 -2.38 -0.56  -0.57
4 C -0.90 -1.37 2.04  -1.18
5 H -0.92 -2.45 1.88  0.39
6 H -1.33 -0.95 2.95  0.40
7 C -1.53 -0.06 -0.49  -0.45
8 C -1.98 -0.66 0.63  1.16
9 H -0.49 -0.19 -0.92  0.44
10 C -3.00 0.21 1.46  -0.98
11 H -2.46 -1.65 0.50  0.01
12 C -3.85 1.03 0.53  -0.78
13 H -3.58 -0.45 2.11  0.37
14 H -2.39 0.85 2.12  0.34
15 C -3.06 1.61 -0.67  -0.68
16 H -4.62 0.34 0.13  0.33
17 H -4.36 1.83 1.08  0.38
18 C -2.43 0.47 -1.47  -0.80
19 H -3.74 2.23 -1.27  0.39
20 H -2.27 2.26 -0.27  0.32
21 H -3.19 -0.31 -1.70  0.30
22 H -2.02 0.81 -2.43  0.32
23 C 4.64 0.10 0.45  -0.78
24 N 3.84 -0.19 -0.72  0.16
25 C 4.46 -0.45 -2.00  -0.80
26 C 2.52 -0.24 -0.56  0.01
27 O 2.04 0.00 0.60  -0.58
28 H 5.68 0.11 0.13  0.29
29 H 4.50 -0.67 1.22  0.27
30 H 4.37 1.08 0.88  0.28
31 H 4.15 -1.44 -2.38  0.32
32 H 4.16 0.31 -2.74  0.30
33 H 5.55 -0.42 -1.86  0.25
34 H 1.89 -0.52 -1.40  0.48

* <S²>: 6.02
* energy: -1553.172889 a.u.
* net charge: -1
* molar mass: 343.080 g/mol
* HOMO energy (spin up / spin down): -1.40 / -3.93 eV
* Kohn-Sham gap (spin up / spin down): 4.186 / 6.703 eV
* spin multiplicity: 5

***

- What is the formula in the third record?
  C10H19Cl2NORh